ORCA calculation (the ωB97M-V functional and the def2-TZVPD basis) on a cluster of 14 separate species, C32H98N6O14 in total.

As for the HOMO energy: -8.564 eV. As for the energy above the lowest of the compared OMol25 structures with the same formula, charge and spin: 472.1 kJ/mol.

Last column: Löwdin charge in e.
Cartesian coordinates (Å):
C (-14.5204, -11.6097, 10.3886)  -0.04
C (-15.9050, -11.5986, 9.7173)  -0.44
C (-16.0442, -10.3538, 8.7880)  -0.18
O (-17.2280, -10.4655, 8.0203)  -0.24
C (-17.0781, -10.7267, 6.6062)  -0.06
N (-16.1878, -12.7965, 8.9898)  0.07
H (-13.8315, -12.0392, 9.6182)  0.09
H (-14.3999, -12.2216, 11.2734)  0.06
H (-14.1260, -10.6581, 10.6736)  0.06
H (-16.6391, -11.4027, 10.4915)  0.10
H (-15.1777, -10.3348, 8.0647)  0.14
H (-16.0595, -9.3901, 9.2321)  0.09
H (-18.0023, -11.1095, 6.2437)  0.05
H (-16.2718, -11.3825, 6.3949)  0.08
H (-16.9057, -9.7501, 6.0889)  0.10
H (-16.2244, -13.5718, 9.6464)  0.08
H (-17.1601, -12.7429, 8.6653)  0.07
C (-14.5751, -8.9951, 16.1037)  -0.04
C (-14.5435, -10.3938, 15.4535)  -0.39
C (-15.2272, -11.3915, 16.3407)  -0.26
O (-15.4846, -12.6620, 15.8558)  -0.21
C (-16.0026, -13.4698, 16.9540)  -0.05
N (-15.1406, -10.3407, 14.1116)  0.08
H (-13.9703, -8.3730, 15.4460)  0.07
H (-14.0900, -8.9971, 17.0559)  0.07
H (-15.5458, -8.4955, 16.1198)  0.08
H (-13.4905, -10.6558, 15.2575)  0.15
H (-16.1933, -10.9508, 16.7713)  0.15
H (-14.6009, -11.4234, 17.2238)  0.12
H (-15.2182, -13.4738, 17.7687)  0.11
H (-15.9628, -14.4960, 16.5645)  0.09
H (-16.9598, -13.1582, 17.2818)  0.07
H (-15.3363, -11.2326, 13.7489)  0.03
H (-15.9545, -9.7350, 14.0966)  0.04
C (-20.2062, -4.1015, 8.9842)  -0.08
C (-20.7837, -4.5540, 10.2964)  -0.45
C (-22.1154, -5.3128, 10.0495)  -0.19
O (-22.9517, -5.5279, 11.1983)  -0.22
C (-24.1986, -6.2281, 10.8986)  -0.07
N (-19.7913, -5.4260, 10.8815)  0.05
H (-19.2392, -3.6392, 9.2494)  0.09
H (-20.8823, -3.3316, 8.4832)  0.10
H (-20.0233, -4.9297, 8.3040)  0.06
H (-20.9646, -3.6643, 10.9869)  0.16
H (-21.7528, -6.2737, 9.5823)  0.12
H (-22.7301, -4.9064, 9.2456)  0.11
H (-24.0685, -7.2082, 10.4876)  0.07
H (-24.7361, -5.6149, 10.2464)  0.06
H (-24.8147, -6.3955, 11.8251)  0.11
H (-19.4940, -6.0879, 10.1671)  0.04
H (-20.0903, -5.8784, 11.7260)  0.05
C (-19.8653, -13.0365, 5.3082)  -0.05
C (-20.7622, -12.4131, 6.4003)  -0.44
C (-22.1183, -11.8999, 5.9357)  -0.15
O (-22.6166, -10.8781, 6.8574)  -0.17
C (-22.0457, -9.6526, 6.5344)  -0.16
N (-20.9441, -13.3313, 7.5062)  0.06
H (-19.5729, -12.3222, 4.5083)  0.08
H (-20.3761, -13.8323, 4.7760)  0.07
H (-18.8847, -13.3812, 5.7134)  0.08
H (-20.2049, -11.5700, 6.8173)  0.11
H (-22.7720, -12.7138, 5.9034)  0.11
H (-22.0712, -11.4876, 4.9385)  0.12
H (-22.2647, -8.9997, 7.4206)  0.10
H (-22.5352, -9.2446, 5.6572)  0.09
H (-20.9810, -9.5162, 6.3733)  0.07
H (-21.3436, -12.8116, 8.2945)  0.09
H (-21.6077, -14.0249, 7.1718)  0.10
C (-20.2943, -10.4692, 9.7298)  -0.01
C (-19.8400, -9.0076, 10.0505)  -0.37
C (-18.6824, -8.9442, 11.1588)  -0.11
O (-19.1952, -9.6566, 12.3148)  -0.24
C (-18.2524, -9.8687, 13.2942)  -0.12
N (-19.3632, -8.1879, 8.9340)  0.04
H (-20.7148, -10.5486, 8.7556)  0.03
H (-21.1002, -10.7209, 10.4829)  0.09
H (-19.4809, -11.1509, 9.9225)  0.07
H (-20.6486, -8.4282, 10.5393)  0.11
H (-18.4197, -7.9537, 11.5609)  0.10
H (-17.7243, -9.4228, 10.8473)  0.10
H (-17.3050, -10.2590, 12.8722)  0.08
H (-18.6507, -10.6280, 13.9396)  0.07
H (-18.1253, -8.8837, 13.7910)  0.09
H (-20.0355, -8.1298, 8.1585)  0.06
H (-18.6018, -8.7567, 8.4447)  0.09
C (-20.2816, -4.9776, 14.5099)  -0.03
C (-21.7855, -5.0896, 14.9109)  -0.42
C (-22.4422, -3.7773, 14.6637)  -0.25
O (-21.9161, -2.8981, 15.6056)  -0.19
C (-22.4365, -1.6237, 15.5048)  -0.13
N (-22.5232, -6.0740, 14.1852)  0.06
H (-19.7149, -5.8593, 14.7207)  0.05
H (-19.8088, -4.1555, 15.0811)  0.09
H (-20.1196, -4.6865, 13.4899)  0.05
H (-21.9275, -5.3186, 15.9735)  0.15
H (-23.5650, -3.9003, 14.8485)  0.15
H (-22.4065, -3.4051, 13.6782)  0.11
H (-22.1633, -1.1168, 14.5813)  0.09
H (-21.9948, -1.0034, 16.3097)  0.09
H (-23.5233, -1.6890, 15.6987)  0.09
H (-22.1931, -7.0259, 14.2390)  0.05
H (-22.4829, -5.8223, 13.2229)  0.03
C (-19.5154, -10.6475, 16.6860)  -0.14
O (-18.8358, -10.9412, 17.9115)  -0.14
H (-19.1632, -9.7021, 16.2968)  0.07
H (-19.3037, -11.5019, 16.0512)  0.06
H (-20.6077, -10.6269, 16.8603)  0.09
H (-19.0722, -10.2555, 18.5366)  0.07
C (-14.7395, -7.4458, 11.5588)  -0.12
O (-13.9752, -7.7869, 12.7624)  -0.15
H (-14.0830, -7.5859, 10.6856)  0.08
H (-15.5322, -8.1624, 11.5491)  0.04
H (-15.1445, -6.4143, 11.7129)  0.08
H (-14.2163, -8.5969, 13.1498)  -0.02
C (-18.3099, -6.3535, 5.6589)  -0.15
O (-19.4158, -7.1450, 5.2705)  -0.13
H (-17.7277, -6.0427, 4.7983)  0.08
H (-18.6453, -5.4807, 6.2379)  0.07
H (-17.6350, -6.9528, 6.2455)  0.06
H (-19.7989, -6.8845, 4.4357)  0.07
C (-17.6180, -13.2647, 13.1991)  -0.14
O (-16.1706, -13.3089, 13.0619)  -0.16
H (-18.0879, -14.2473, 13.0598)  0.08
H (-17.8918, -12.9218, 14.2348)  0.09
H (-18.0849, -12.6755, 12.4653)  0.02
H (-15.7989, -13.3968, 14.0040)  0.08
C (-17.0736, -6.4004, 13.5320)  -0.18
O (-16.9380, -5.2444, 14.3368)  -0.09
H (-16.2092, -7.0793, 13.6689)  0.07
H (-17.9666, -6.9443, 13.8234)  0.04
H (-17.1773, -6.1258, 12.4598)  0.08
H (-16.1595, -5.4520, 14.8493)  0.07
C (-18.5720, -15.7194, 8.6336)  -0.20
O (-19.2557, -14.7975, 9.3779)  -0.16
H (-17.8865, -16.3030, 9.2595)  0.08
H (-19.2508, -16.4801, 8.2166)  0.08
H (-17.9573, -15.3021, 7.8636)  0.06
H (-19.6771, -14.1992, 8.7067)  0.04
C (-21.1005, -13.0983, 12.2569)  -0.18
O (-21.4103, -13.7352, 11.0303)  -0.14
H (-21.9045, -12.4552, 12.5382)  0.06
H (-21.0100, -13.8379, 13.1172)  0.10
H (-20.1472, -12.5158, 12.2601)  0.06
H (-20.5631, -14.2176, 10.7906)  0.07
C (-22.7535, -9.2420, 12.6341)  -0.15
O (-21.7899, -9.6770, 13.5965)  -0.14
H (-23.6294, -9.9202, 12.6055)  0.09
H (-23.1398, -8.2639, 12.9608)  0.05
H (-22.3818, -9.1502, 11.5991)  0.06
H (-20.9165, -9.7080, 13.1333)  0.05